8 unconnected molecules or ions with the total composition C32H67F6O28P3S3 at a distorted geometry. Source: OMol25; level of theory: the ωB97M-V functional and the def2-TZVPD basis.

```
139
Properties=species:S:1:pos:R:3:lowdin_charge:R:1
C 0.60865 0.94155 -5.89648 -0.394
F -0.19644 0.36982 3.18302 0.151
H -6.91641 3.09490 1.73470 0.123
H 2.82511 -4.69463 2.25329 0.089
O 1.29488 1.26699 -6.81859 0.174
C 2.78381 4.10736 1.57665 -0.176
O 1.19564 2.77505 4.16154 -0.206
H -2.20056 -5.55459 -3.23118 0.067
C 1.54696 2.54250 -2.82801 -0.058
O 0.52357 -5.10859 -0.17335 -0.149
C -3.97927 1.53155 4.62048 -0.263
H 1.81350 3.55101 -2.49405 0.086
H -2.69799 0.99748 -0.28854 0.115
H -7.42217 -1.67278 3.16972 0.118
C 5.02927 -2.64924 -3.41941 -0.247
C 1.90763 -0.79602 -1.66500 -0.028
H -0.92298 -5.45695 -4.52170 0.082
C -1.68834 -4.92879 -3.95192 -0.061
S 4.75485 3.03090 0.46607 0.590
H -0.45252 6.68154 4.25650 0.133
C 2.24518 -0.28632 -0.29178 -0.163
O -0.17083 3.97976 5.79365 -0.197
O 0.57933 1.45274 -4.68079 0.023
H 1.96036 3.44251 1.84192 0.116
C 5.22490 2.63810 -3.20652 -0.064
H 0.31723 6.66788 2.68182 0.131
H -4.16553 4.11190 2.47542 0.053
H 2.33480 2.63234 -4.86891 0.117
H 3.62176 3.75574 3.54526 0.127
O 7.72732 -0.59402 -1.53985 -0.203
H 6.90535 -1.37589 0.64492 0.114
H 3.65727 -2.56038 -5.07372 0.079
H 0.56932 2.36471 -2.37730 0.083
C -5.06072 4.11788 1.85409 -0.055
O -5.26654 0.94447 4.38510 -0.185
F -0.54465 -1.62770 2.38703 0.172
H -0.59367 -3.04388 -4.05107 0.112
C 4.41215 -1.92726 -4.60830 -0.066
P -0.57221 -4.19193 -0.81830 0.360
C -2.76673 -5.11586 0.23888 -0.255
H 5.27707 -3.67400 -3.69627 0.118
O -5.40976 1.74848 2.00096 -0.174
O -0.04304 1.05244 0.23681 0.138
H -2.44419 -4.60729 -4.67586 0.085
O -5.69714 0.15839 -3.35740 -0.205
H 0.60308 -5.76633 1.75770 0.113
H -1.64600 0.07180 -2.37586 0.122
H -2.18867 5.40880 3.14834 0.124
O 4.70039 2.94640 2.05226 -0.171
H -3.47909 1.69802 3.66290 0.103
H 5.51417 -0.30379 0.90248 0.096
H -8.86261 -0.79269 3.07229 0.120
H -8.47866 0.26999 5.32946 0.083
H -2.12553 -1.35538 -1.39996 0.104
C 3.94160 4.06597 2.55451 -0.136
O -1.87256 -5.09365 -0.88511 -0.177
H -3.43502 -6.54170 1.72428 0.082
C -7.87098 -0.74523 3.53356 -0.266
H -1.88070 -3.12027 -2.87264 0.100
H -4.86544 3.98391 0.79336 0.083
H 4.46908 2.92651 -2.47681 0.045
F -1.01777 -0.42399 -4.81968 0.155
H -8.68510 -1.47956 5.38139 0.080
H -7.09036 -0.74996 5.57656 0.072
O -7.23167 0.41766 3.00275 -0.159
C -0.45431 -0.17959 -6.00123 -0.544
O 1.22990 -0.73455 0.64976 0.038
H 1.82653 -1.87951 -1.68699 0.084
P 6.37152 -0.90239 -1.96858 0.366
C 2.45590 -4.81540 1.22476 -0.071
C -8.03176 -0.67962 5.02944 -0.076
O 0.92239 5.17906 3.92853 -0.205
H 3.94349 -1.00805 -4.25167 0.050
C -2.47762 -0.48217 -1.93701 -0.160
H 5.14729 -1.64250 -5.35848 0.085
H 0.79766 3.46496 -4.60733 0.134
H 3.16173 -0.75850 0.05469 0.096
S -4.33789 0.48406 -3.24597 0.565
S 0.31326 3.82072 4.47938 0.565
H 1.06571 -0.22613 -2.05885 0.070
H -3.94924 -0.20491 -0.38582 0.132
O 5.60943 0.28373 -2.70137 -0.169
O -4.05514 1.23438 -1.86514 -0.184
O -3.71753 1.20533 -4.28882 -0.220
C 1.38987 2.59160 -4.33099 -0.169
C -0.61531 -0.33028 2.11036 -0.533
H 2.36542 0.78447 -0.15933 0.105
H 7.11097 1.62573 -3.36221 0.126
F -1.89159 -0.01689 1.86027 0.157
O 5.74609 3.91312 -0.01913 -0.197
H 0.46417 -4.04809 1.62295 0.106
O 5.38469 -1.37853 -0.82319 -0.191
H -1.11683 4.97526 1.80888 0.136
C -0.13050 6.03240 3.44273 -0.137
C -2.61432 -6.39009 1.02204 -0.064
H 4.51624 4.98948 2.59788 0.138
H 4.67624 2.28444 -4.08541 0.076
O -0.75862 -2.89645 -0.15351 -0.217
C 5.82720 -1.28591 0.55050 -0.248
O -0.11887 -4.10356 -2.31465 -0.157
O -3.48297 -0.80981 -2.90803 -0.191
H 2.29266 1.85707 -2.43697 0.058
O -4.97618 -0.70845 2.44607 -0.212
H -2.60305 -4.22760 0.86028 0.113
C 0.97009 -4.91013 1.18499 -0.251
H 4.32926 -2.70896 -2.58599 0.102
C 6.19886 1.57985 -2.76155 -0.280
H -4.09145 2.50116 5.11016 0.123
H -3.30629 0.67925 6.53626 0.077
F -1.40194 0.17850 -6.86698 0.181
H 6.58695 1.87140 -1.78026 0.098
H 2.73274 -0.56103 -2.34973 0.067
P -5.66696 0.48583 2.91316 0.347
H 5.77912 3.53924 -3.46705 0.089
H 5.10238 -3.28892 0.80841 0.078
O 6.28405 -2.06196 -3.02778 -0.157
O -0.94986 3.80988 3.50119 -0.189
H -5.55933 5.07893 1.99556 0.082
C -1.06451 -3.69616 -3.32172 -0.238
H -3.78756 -4.95689 -0.11381 0.123
H 2.99113 -5.70228 0.88519 0.086
H -3.18475 -0.40600 5.14886 0.086
C 5.13126 -2.35625 1.37174 -0.069
F 0.10122 -1.30901 -6.45126 0.164
H 2.33079 5.10139 1.55913 0.128
C -1.18467 5.07551 2.89138 -0.153
C 0.23123 0.08195 0.89525 -0.400
H -1.71080 -6.40732 1.63272 0.064
O 4.69454 1.70241 -0.01068 -0.214
C -6.00198 3.01555 2.32661 -0.256
H -2.06092 0.95430 5.37050 0.071
H 4.13446 -2.05546 1.69784 0.065
O 3.34240 3.78493 0.30987 -0.181
H -6.24373 3.10339 3.38465 0.118
H 2.85870 -3.92288 0.74383 0.057
C -3.27252 0.40402 -0.99423 -0.157
C -3.10179 0.63345 5.46481 -0.058
H 5.67830 -2.53396 2.30002 0.083
H -2.57744 -7.22900 0.32576 0.085
```

The calculation puts the largest force on an atom at 0.03525 hartree/bohr. The energy above the lowest of the compared OMol25 structures with the same formula, charge and spin comes out at 0.0 kJ/mol. The value obtained for the total energy is -168285.100 eV. The value obtained for the orbital gap is 10.25 eV. Its multiplicity is 1. The LUMO energy is -0.137 eV. Its net charge is 0. The calculation puts the highest occupied orbital energy at -10.388 eV.